Record 1
ORCA calculation (wB97M-V/def2-TZVPD) on the ion C9H13N3O with charge +2 at a distorted geometry.

ΔE to the lowest compared entry with this formula, charge and spin (kcal per mole): 71.02
E_HOMO (alpha / beta) (hartree): -0.5762 / -0.5751
Gap between HOMO and LUMO (alpha / beta) (hartree): 0.2180 / 0.2161
SMILES: CO/N=C/[NH+]=C1/C=CC=C/C1=C\[NH3+]

```
! wB97M-V def2-TZVPD RIJCOSX def2/J DEFGRID3
* xyz 2 1
C 2.9698 0.5701 1.1279
C 2.7859 1.8073 0.4468
C 2.1484 -0.4690 0.8640
C 1.6859 2.0089 -0.3349
C 1.0846 -0.3540 -0.1198
C 0.6769 1.0178 -0.4766
C -1.8256 1.1325 -0.8728
C 0.7255 -1.4236 -0.8758
C -4.2481 -0.3139 1.1633
N -2.3515 0.4559 0.0904
N -0.4945 1.4424 -0.9790
N 1.2797 -2.7615 -0.7080
O -3.6760 0.3239 0.0394
H 3.7820 0.4710 1.8321
H 3.4918 2.6077 0.6061
H 2.2942 -1.4125 1.3678
H 1.5130 2.9878 -0.7594
H -2.4511 1.6350 -1.6122
H -0.0108 -1.3450 -1.6616
H -4.0868 0.2668 2.0751
H -3.8323 -1.3149 1.3049
H -5.3127 -0.3716 0.9432
H -0.3926 2.3455 -1.4499
H 2.1576 -2.7348 -0.1638
H 1.4739 -3.1880 -1.6285
H 0.6127 -3.3837 -0.2187
*
```

***

Record 2
ORCA calculation (wB97M-V/def2-TZVPD) on a structure of composition C46H52F10N8O3SSi2Ti at a distorted geometry.

E_HOMO (hartree): -0.0980
Gap between HOMO and LUMO (hartree): 0.2065

```
! wB97M-V def2-TZVPD RIJCOSX def2/J DEFGRID3
* xyz -2 1
Ti 0.3484 0.6992 0.6547
C 1.5545 -3.2443 0.2613
N 1.6963 -1.9296 -0.3487
C 3.0616 -1.4707 -0.0978
C 3.0593 -0.3527 0.9462
N 2.4887 0.9110 0.5005
C 3.3666 1.8209 0.0428
C 3.1345 3.2124 0.2350
F 2.0360 3.5862 0.9309
C 3.9733 4.2269 -0.1702
F 3.6400 5.5018 0.0963
C 5.1683 3.9443 -0.8203
F 6.0069 4.9261 -1.2107
C 5.4738 2.6043 -1.0168
F 6.6232 2.2705 -1.6356
C 4.6313 1.5946 -0.5829
F 5.0987 0.3408 -0.8164
C 1.3813 -2.0794 -1.7741
C 1.6447 -0.8879 -2.6928
N 0.7216 0.2201 -2.5449
C 0.5858 0.9530 -3.6472
C -0.4898 1.8801 -3.8030
F -1.2920 2.1490 -2.7365
C -0.7607 2.5942 -4.9468
F -1.8196 3.4287 -4.9593
C 0.0593 2.4922 -6.0641
F -0.1982 3.1839 -7.1992
C 1.1866 1.6910 -5.9470
F 2.0765 1.6421 -6.9651
C 1.4424 0.9672 -4.8010
F 2.6557 0.3306 -4.8005
H 2.3065 -3.9409 -0.1453
H 0.5693 -3.6503 0.0608
H 1.6834 -3.1687 1.3369
H 3.5241 -1.1292 -1.0206
H 3.6946 -2.2812 0.2906
H 4.0886 -0.1920 1.3024
H 2.4489 -0.6990 1.7951
H 0.3235 -2.3504 -1.8318
H 1.9668 -2.9209 -2.1918
H 1.5583 -1.3094 -3.7069
H 2.6851 -0.5510 -2.5819
C -3.5305 1.2320 0.1173
Si -2.8570 -0.5240 0.4596
C -3.6472 -0.9142 2.2207
C -3.9971 -1.7534 -0.5111
N -1.0955 -0.6431 0.8406
C -0.9313 -1.9185 1.3863
C -1.5061 -2.9984 0.6897
C -1.7330 -4.2455 1.2310
C -1.3611 -4.4984 2.5390
C -0.6734 -3.5097 3.2134
C -0.3846 -2.2659 2.6537
N 0.3874 -1.3877 3.4329
Si 1.6706 -1.9280 4.4824
C 1.1326 -2.1462 6.3228
C 2.4371 -3.5789 3.8689
C 3.1639 -0.7441 4.6066
H -4.1452 1.1937 -0.7730
H -2.7648 1.9841 -0.0343
H -4.1658 1.5661 0.9296
H -4.7324 -0.8720 2.1598
H -3.3508 -0.2339 3.0171
H -3.3846 -1.9183 2.5492
H -4.8811 -1.2084 -0.8265
H -4.3300 -2.5796 0.1103
H -3.5691 -2.1737 -1.4123
H -1.7938 -2.8101 -0.3278
H -2.2274 -5.0051 0.6415
H -1.6001 -5.4347 3.0246
H -0.3683 -3.6744 4.2371
H 0.1020 -2.4664 6.4453
H 1.2309 -1.1949 6.8368
H 1.7646 -2.8650 6.8385
H 1.7146 -4.2640 3.4435
H 2.9340 -4.1014 4.6802
H 3.1911 -3.3895 3.1123
H 2.8596 0.2945 4.5637
H 3.8855 -0.9075 3.8150
H 3.6769 -0.8923 5.5518
N -1.9989 -0.2119 -1.8139
C -2.5719 -0.5674 -3.0595
C -3.5543 0.2343 -3.6393
C -4.1589 -0.1435 -4.8263
C -3.7846 -1.3133 -5.4494
C -2.7942 -2.0996 -4.9041
C -2.1832 -1.7325 -3.7181
S -4.6625 -1.9504 -6.8895
O -5.6066 -2.8950 -6.2845
O -5.3082 -0.8046 -7.5254
O -3.6401 -2.5954 -7.7119
H -0.9853 -0.3904 -1.8020
H -2.1347 0.7781 -1.6647
H -3.8274 1.1630 -3.1555
H -4.9144 0.4702 -5.2913
H -2.5124 -2.9939 -5.4379
H -1.3991 -2.3477 -3.2960
C 0.5439 1.4361 5.3884
C -0.2181 0.4351 4.9308
C -0.1603 -0.0201 3.5016
N 0.5748 0.8503 2.5977
C 1.3728 1.7784 3.1598
C 1.4182 2.1054 4.4822
H 0.5133 1.7450 6.4255
H -0.9077 -0.1077 5.5615
H -1.1903 -0.1259 3.1309
H 2.0408 2.2854 2.4865
H 2.0927 2.8749 4.8205
C -1.8636 2.5054 2.5644
C -1.2429 3.1291 1.3509
C -1.4902 4.4203 0.9627
C -0.7652 4.6377 -0.2214
C -0.1093 3.4697 -0.5107
C 0.8801 3.3703 -1.6318
N -0.4002 2.5053 0.4410
H -2.7408 3.0947 2.8358
H -1.1907 2.5106 3.4252
H -2.1852 1.4902 2.3518
H -2.1291 5.1192 1.4689
H -0.7189 5.5389 -0.8011
H 1.6953 4.0769 -1.4801
H 1.2829 2.3645 -1.7387
H 0.4095 3.6736 -2.5633
*
```